Here is the molecule C6H8N2O at a distorted geometry from OMol25. Energies are from ωB97M-V/def2-TZVPD.

Summary:
LUMO energy = 0.76 eV
SMILES = CC(=O)Nc1ccc[nH]1
Energy relative to the best compared isomer or geometry (same formula, charge and spin) = 213.7 kJ/mol

ORCA input file:
```
! wB97M-V def2-TZVPD RIJCOSX def2/J DEFGRID3
* xyz 0 1
C -3.06 -0.33 0.01
C -1.77 0.31 0.00
C 0.66 -0.24 -0.01
C 1.78 -1.03 0.04
C 2.87 -0.20 0.04
C 2.52 1.11 0.00
H -3.08 -1.22 -0.46
H -3.64 0.36 -0.64
H -3.56 -0.19 0.95
H -0.77 -1.42 -0.06
H 1.90 -2.13 0.28
H 3.94 -0.55 -0.15
H 2.97 1.92 -0.16
H 0.37 1.64 0.07
N -0.66 -0.58 0.00
N 1.09 1.09 0.03
O -1.57 1.46 0.06
*
```